46
Properties=species:S:1:pos:R:3 method="wB97M-V/def2-TZVPD" charge=+2 spin_multiplicity=5 homo_lumo_gap_ev="9.5 / 8.4" lumo_energy_ha="-0.205 / -0.242"
Fe -0.112 0.637 0.095
C -2.269 0.263 -2.239
O -1.957 -0.131 -0.890
C -2.938 -0.786 -0.061
C -2.194 -1.695 0.918
O -1.269 -0.756 1.596
C -0.321 -1.325 2.512
C 0.580 -0.197 3.020
O 1.281 0.321 1.894
C 2.481 1.084 2.245
H -2.000 1.298 -2.405
H -3.294 0.070 -2.471
H -1.674 -0.382 -2.924
H -3.700 -1.409 -0.636
H -3.471 -0.036 0.534
H -1.626 -2.470 0.398
H -2.907 -2.083 1.619
H 0.202 -2.165 2.012
H -0.882 -1.743 3.356
H 1.268 -0.641 3.790
H -0.013 0.574 3.535
H 2.212 1.855 2.961
H 2.783 1.541 1.314
H 3.230 0.445 2.704
C 3.663 -2.907 -1.765
C 3.099 -1.546 -1.993
C 3.412 -0.660 -3.053
C 2.752 0.532 -3.213
C 1.773 0.916 -2.233
Br 0.739 2.491 -2.419
N 1.587 0.155 -1.127
C 2.278 -1.010 -0.978
H 4.417 -2.936 -0.967
H 4.077 -3.274 -2.730
H 2.904 -3.637 -1.496
H 4.254 -0.866 -3.687
H 2.915 1.205 -4.059
H 2.155 -1.470 -0.029
N -3.023 2.928 -0.274
C -2.513 2.602 0.914
N -3.320 1.917 1.781
S -0.888 3.016 1.262
H -4.028 2.945 -0.434
H -2.429 3.577 -0.786
H -4.315 2.089 1.713
H -2.917 1.663 2.695

***

14
Properties=species:S:1:pos:R:3 method="wB97M-V/def2-TZVPD" charge=+1 homo_lumo_gap_ev=9.2 lumo_energy_ha=-0.131
C 0.201 0.992 0.912
C 0.409 -1.665 -0.901
C 0.437 -1.550 -2.176
N 0.655 1.013 2.139
N -0.986 0.630 0.536
O 0.587 -1.559 0.267
O -1.199 0.558 -0.783
H 0.741 1.287 -0.031
H -2.203 0.671 -0.918
H 1.368 -1.984 -2.740
H -0.326 -1.089 -2.809
H 1.583 1.399 2.179
H 0.301 1.061 3.119
H -1.567 0.236 1.207

***

13
Properties=species:S:1:pos:R:3 method="wB97M-V/def2-TZVPD" homo_lumo_gap_ev="5.1 / 4.1" lumo_energy_ha="-0.071 / -0.081"
C 0.181 -0.736 -0.099
C -0.698 -0.770 1.032
C -2.028 1.654 0.939
C 1.535 0.330 -1.645
N 0.637 0.389 -0.532
O -0.683 -1.852 1.844
S -2.235 3.171 0.615
S -0.950 0.789 1.953
H 0.393 -1.662 -0.458
H 2.066 1.334 -1.845
H 2.401 -0.317 -1.572
H 0.998 -0.176 -2.461
H -1.615 -2.156 2.230

***

What did we get for maximum force? Answer: 2.56, 3.73, 4.02 eV/Å, in the order shown.
What did we get for E? Answer: -139733.97317, -10289.40541, -29431.07209 eV, in the order shown.
What did we get for relative energy (zero: lowest compared OMol25 entry of this formula, charge and spin)? Answer: 1.5, 78.5, 138.9 kcal/mol, in the order shown.